No. 1
This record from OMol25 describes C5H3NO2 in the gas phase at a distorted geometry. The level of theory is ωB97M-V/def2-TZVPD.

Each line ends with the Mulliken charge.
Geometry (Å):
N -2.589 0.676 -0.852  -0.385
C -1.870 -0.001 -0.299  0.161
C -1.100 -0.959 0.298  -0.250
C 0.205 -1.051 0.200  -0.167
C 1.210 -0.039 -0.349  0.405
O 2.378 -0.290 -0.634  -0.475
C 0.966 1.393 -0.047  0.063
O -0.067 1.742 0.598  -0.448
H -1.508 -1.750 0.829  0.401
H 0.581 -1.888 0.696  0.395
H 1.795 2.167 -0.440  0.299

Cartesian forces (eV/Å) of the 2 atoms listed first:
-1.349 1.450 -1.074
-0.772 0.180 -0.128

Summary:
SMILES string: N#C/C=C\C(=O)C=O
Energy above the lowest of the compared OMol25 structures with the same formula, charge and spin, kJ/mol: 166.8
Total energy, hartree: -397.46911
HOMO energy, eV: -10.65
Net charge: 0

***

No. 2
This record from OMol25 describes C2H2N2O2 in the gas phase at a distorted geometry. The level of theory is ωB97M-V/def2-TZVPD.

Each line ends with the Mulliken charge.
Geometry (Å):
O -0.063 2.313 0.004  -0.487
C 0.128 1.119 -0.020  0.035
C -0.835 0.040 0.041  -0.139
N -2.114 0.164 0.143  0.281
N -3.207 -0.003 -0.254  0.177
O -4.338 -0.064 0.095  -0.478
H 1.158 0.716 -0.098  0.280
H -0.439 -0.966 0.098  0.330

Cartesian forces (eV/Å) of the 2 atoms listed first:
-0.347 -0.306 -0.024
0.525 0.602 0.004

Summary:
SMILES string: O=C/C=N/N=O
Energy above the lowest of the compared OMol25 structures with the same formula, charge and spin, kJ/mol: 493.6
Total energy, hartree: -337.23641
HOMO energy (alpha / beta), eV: -9.16 / -9.17
Net charge: 0

***

No. 3
This record from OMol25 describes 2 unconnected molecules or ions with the total composition CH5BS at a distorted geometry. The level of theory is ωB97M-V/def2-TZVPD.

Each line ends with the Mulliken charge.
Geometry (Å):
B 0.333 0.071 0.299  0.079
C -0.784 0.292 -0.730  -0.711
S 0.282 -0.786 1.761  -0.251
H 1.739 0.283 -0.619  -0.103
H -0.287 0.657 -1.569  0.242
H -1.699 0.856 -0.537  0.311
H -1.130 -0.751 -0.860  0.273
H 1.546 -0.622 2.254  0.160

Cartesian forces (eV/Å) of the 2 atoms listed first:
3.553 1.204 -3.840
-1.263 -0.854 1.281

Summary:
Energy above the lowest of the compared OMol25 structures with the same formula, charge and spin, kJ/mol: 150.8
Total energy, hartree: -464.07719
HOMO energy, eV: -9.50
Net charge: 0

***

No. 4
This record from OMol25 describes C6H5ClNO3P in the gas phase at a distorted geometry. The level of theory is ωB97M-V/def2-TZVPD.

Each line ends with the Mulliken charge.
Geometry (Å):
O 1.873 1.435 -1.599  -0.581
N 2.627 0.756 -0.983  0.915
O 3.762 0.480 -1.154  -0.537
P 1.937 0.069 0.543  0.749
O 2.852 0.900 1.965  -0.594
Cl 2.585 -1.772 0.419  -0.160
C 0.182 -0.009 0.281  0.296
C -0.397 0.117 -1.023  -0.049
C -1.745 0.009 -1.210  -0.720
C -2.586 -0.336 -0.117  -0.301
C -2.069 -0.367 1.227  -0.582
C -0.681 -0.186 1.429  -0.323
H 0.210 0.203 -1.877  0.427
H -1.957 -0.215 -2.247  0.290
H -3.669 -0.496 -0.164  0.339
H -2.655 -0.400 2.080  0.433
H -0.269 -0.187 2.429  0.399

Cartesian forces (eV/Å) of the 2 atoms listed first:
-0.313 1.757 -1.721
-0.697 -0.956 2.060

Summary:
SMILES string: O=[N+]([O-])[P@](=O)(Cl)c1ccccc1
Energy above the lowest of the compared OMol25 structures with the same formula, charge and spin, kJ/mol: 229.5
Total energy, hartree: -1313.49219
HOMO energy, eV: -9.94
Net charge: 0